C86H168F21N7O16 | ωB97M-V/def2-TZVPD

The geometry in XYZ format:
```
298
Properties=species:S:1:pos:R:3:forces:R:3:mulliken_charge:R:1
F -3.2405 5.7008 -8.3694 -0.329 1.944 0.189 -0.27
F -4.0002 -5.8493 -2.0036 0.274 -0.766 -0.401 -0.33
F -0.5454 -3.0728 5.6593 1.984 -0.825 0.450 0.03
F -3.9414 4.2077 -9.7193 -0.754 -0.311 -0.172 -0.32
F -1.8303 4.5199 -9.5392 -0.057 0.603 -0.180 -0.26
F 0.6042 -4.4496 6.9577 -0.477 -0.772 1.091 -0.31
F -4.5742 -4.9019 -0.1691 -0.035 0.534 -0.556 -0.13
F -0.0953 1.6282 8.4102 -0.757 0.026 0.466 -0.34
F -4.4180 3.4384 4.3254 -0.432 0.642 0.648 -0.26
F 1.5729 -2.6861 6.2764 -0.443 0.038 -0.205 -0.31
F -6.2154 2.1736 4.2589 -0.918 -0.087 1.731 -0.31
F 3.9604 1.3635 -4.5869 -0.915 -1.323 -0.496 -0.32
F 1.8391 6.2244 -2.0511 0.162 0.210 0.021 -0.12
F 3.9286 0.5241 -6.5625 -0.414 -0.322 -0.108 -0.32
F 1.3445 3.0472 7.6705 0.376 1.255 0.630 -0.29
F -4.6365 -3.8407 -2.1138 -0.289 0.720 0.163 -0.28
F -0.0143 2.1812 6.2912 0.126 -0.586 1.591 -0.15
F -5.8765 3.5320 2.6428 0.842 -0.585 1.058 -0.36
F 3.6417 6.0209 -0.9393 1.175 -0.049 0.331 -0.30
F 2.0427 0.4571 -5.3666 1.590 0.758 -0.114 -0.09
F 2.1686 7.4934 -0.3070 0.384 -0.081 -0.153 -0.29
O -5.2795 0.5919 2.4448 0.813 -0.172 2.205 -0.48
O 2.7859 -1.9008 -5.5559 -0.775 -0.886 0.530 -0.45
O 0.4077 -5.5868 4.6935 0.334 -1.063 -1.076 -0.43
O 1.9020 5.3905 1.4403 -0.958 0.396 0.215 -0.30
O 2.2135 1.1633 5.7213 0.432 -0.479 0.229 -0.43
O -1.7707 -5.1881 -0.4029 -0.602 0.655 -0.062 0.62
O -3.5402 2.0317 2.0878 1.725 1.018 -1.467 0.26
O 2.8358 0.8720 8.0635 -1.295 -0.127 -0.275 -0.84
O 0.2318 5.5541 -0.1363 -0.193 -0.808 0.676 -0.71
O -2.5156 -2.9508 -0.4798 0.758 1.154 -0.681 0.08
O -0.2864 -6.6246 1.2792 0.765 -0.541 -3.154 0.07
O 1.4780 -3.8111 3.5510 0.027 0.366 -0.103 -0.11
O -1.8783 3.9181 -6.8283 0.656 0.978 0.686 0.17
O 4.9138 -1.5323 -4.7432 0.848 0.262 0.220 -0.90
O 7.0519 -5.1044 3.3414 4.308 -11.978 3.803 -0.40
O -2.6031 2.2703 -8.2340 -0.322 0.348 -0.502 -0.45
N -2.0176 6.5682 2.4229 3.004 1.051 0.576 0.75
N 6.7254 -4.1375 3.0238 -4.821 13.740 -4.241 0.92
N -3.3745 -4.2278 3.3903 2.883 1.091 -0.950 1.67
N 0.4585 0.5222 2.3023 0.360 -0.302 1.645 1.41
N -0.0226 -6.8376 0.0964 -2.058 -1.198 4.144 1.19
N -2.6875 4.7070 -3.0465 -1.375 -0.928 1.617 1.19
N 1.5541 3.7378 -7.0699 -1.041 0.327 -0.073 0.55
C 0.6810 -2.5163 -4.3542 0.827 -0.451 0.210 -0.32
C -4.3726 1.6064 2.9460 -0.484 -0.273 0.587 -0.13
C -0.0960 -0.6564 3.0889 -0.924 0.031 0.113 1.01
C 1.7948 0.8655 2.9776 -0.162 0.836 -1.401 -1.08
C 0.5833 1.3329 -9.9842 0.581 1.293 -0.355 -1.37
C 2.9913 4.6524 1.8471 1.439 -0.931 0.574 1.39
C -3.6327 2.5547 -2.3278 -1.489 0.896 0.620 0.00
C 7.8016 -3.4330 0.8053 -0.481 0.652 0.151 -1.50
C 0.7476 1.9061 7.4263 0.639 -0.430 -1.019 0.67
C -2.1734 2.6098 -1.9975 1.496 -2.496 -0.848 0.63
C 3.8444 5.3890 2.8947 -1.163 -0.337 -1.587 -1.53
C -3.0048 4.5042 -8.8329 1.979 -0.851 -1.018 0.52
C -2.7013 1.2790 -7.2395 1.033 -0.157 -0.619 0.40
C 3.4524 0.2808 -5.3420 -0.636 1.653 0.305 0.79
C -5.1480 -0.1340 0.1785 -2.400 0.032 -0.409 -0.57
C 1.6610 0.4878 -1.3304 0.352 0.268 -1.333 -1.29
C 0.7367 -3.6899 5.9180 -0.485 2.285 -1.753 0.09
C 4.8722 -2.5633 2.2073 1.245 -2.433 -1.080 -1.09
C -0.9872 -7.8498 -2.0374 0.211 -0.109 0.641 -0.78
C -3.9322 -4.6774 -1.3717 0.886 -0.423 1.418 -0.06
C 5.7451 -1.3042 2.1908 0.986 -1.513 -0.209 -0.10
C 1.1182 3.5951 -5.5999 0.088 -1.092 -0.149 1.51
C -1.7218 7.5259 1.2828 -0.540 -0.236 0.574 -0.83
C 0.1238 -9.3077 -0.0761 -0.432 2.097 -0.988 -1.48
C 9.0652 -3.4590 2.9189 -1.720 2.283 0.837 -1.79
C -2.4272 -0.0640 -7.9269 -0.129 -0.584 1.547 -1.29
C -3.2554 -2.8351 2.7519 0.061 -0.106 0.822 -0.04
C -4.3381 6.2710 2.7202 -0.855 -0.637 0.569 -0.89
C -1.3379 6.3637 -4.2829 0.140 0.198 -0.487 0.63
C 3.7286 -1.0882 -4.7319 0.375 -0.875 -0.739 0.55
C -0.6856 6.5139 3.2744 -1.238 -1.182 -0.541 -0.83
C 2.1024 -2.9269 -4.8514 -0.149 -0.468 -0.133 -0.70
C -3.1772 -4.0367 4.8876 -1.671 -0.034 0.181 -0.70
C 0.6173 -5.8886 -1.9447 -0.750 0.193 -1.038 -0.45
C 3.4763 4.4362 -5.7860 1.198 0.928 -0.520 -0.98
C 2.3495 6.2456 -0.7787 -2.054 -0.619 -0.030 0.61
C -3.4663 -2.5391 5.1386 -0.240 -0.909 2.777 -0.63
C -0.7086 1.5040 2.4887 0.270 0.163 -0.297 0.96
C -0.7558 -8.0528 -0.5112 -0.664 0.000 0.336 0.92
C 1.3190 -4.4179 4.6702 -0.477 -0.946 1.350 0.21
C 1.8173 0.7831 7.3017 1.057 -0.038 -0.408 0.43
C 1.0794 5.0517 -7.5586 -0.726 1.557 2.387 -0.43
C -2.4348 -4.2595 -1.0982 -0.102 -0.015 -0.398 -1.05
C 4.3530 -5.0655 3.1628 1.291 2.327 -2.696 -0.94
C -2.4334 -1.1980 -2.4100 -0.359 -1.440 0.152 -0.56
C 1.5107 1.0564 0.0650 -0.499 -0.962 -0.143 0.24
C -2.8238 3.5952 -7.6711 0.432 -2.146 0.553 -0.85
C -0.6049 5.3684 4.3167 0.735 1.510 0.449 0.81
C -3.8673 5.4492 1.5320 -0.540 -1.624 -0.956 0.65
C -6.3927 -6.5419 3.4406 -1.126 1.139 -0.445 -1.61
C -2.1370 -8.1358 0.1958 -0.809 -0.005 -1.016 -1.61
C -0.9525 1.4115 3.9739 -0.406 2.990 0.552 0.22
C -2.6540 5.5744 -1.8449 0.280 -1.680 0.756 -1.04
C -5.7280 0.8565 1.1987 -0.319 0.361 -3.018 -0.52
C 0.6191 0.1412 0.9210 0.635 -1.174 -2.391 0.77
C 7.2506 -1.6527 2.5692 -0.851 0.863 0.815 -1.83
C 3.0493 3.6845 -7.0334 -0.739 -0.602 0.313 -0.47
C 2.3063 4.2505 -4.7754 -0.633 -0.235 -0.526 -0.16
C 0.9441 2.6044 -7.8873 -0.168 0.257 1.754 -0.10
C 7.7256 -3.0742 2.3049 0.486 -0.470 -0.769 1.51
C 0.1742 -7.1729 -2.7216 1.511 0.205 -0.132 -1.43
C -3.9584 3.8610 -3.1128 0.040 -0.236 0.682 -0.71
C 5.0604 -3.1521 4.6873 1.512 -0.845 -0.210 -1.63
C -2.3989 5.2878 1.8116 0.492 -1.325 0.151 1.37
C -0.6520 -0.0144 4.3789 0.700 -0.510 1.223 0.12
C 1.4827 5.2002 0.0883 0.029 1.278 -2.030 0.52
C -1.5990 3.6411 -2.8829 1.395 1.900 -1.616 0.99
C 0.5604 5.8163 5.2756 -1.392 -0.370 0.440 -1.38
C -5.2300 2.6801 3.5816 -0.525 0.841 -2.693 0.87
C -3.1483 7.0366 3.2915 -0.543 -1.417 -0.182 -0.54
C 4.1897 2.4966 5.7848 1.511 1.959 0.840 -1.50
C -2.6535 5.5359 -4.2150 1.950 1.719 -2.084 0.10
C -3.6881 -1.8894 3.8256 0.425 2.350 -0.501 1.19
C 0.9621 2.7400 -9.3549 -0.746 -0.808 -2.418 -0.25
C 1.2122 -4.8208 0.2805 2.877 1.007 -1.047 -0.77
C 2.3983 -6.8415 -0.4209 -0.609 -2.398 1.511 -1.66
C 0.9784 -6.6714 3.9515 -0.058 1.150 -0.864 0.65
C 5.2913 -3.6690 3.2277 -3.088 -1.166 1.144 1.34
C -4.7225 -4.6535 3.1115 -2.197 0.201 0.856 -1.01
C 3.6193 1.1605 5.5742 -1.055 -1.849 2.009 0.08
C -1.2883 7.2772 -5.5257 -0.704 -0.129 -0.222 -1.64
C 1.9930 -7.5715 4.6235 -1.401 0.956 0.816 -1.90
C 1.0603 -6.1006 -0.5029 0.237 0.779 -0.651 2.39
C -2.2461 -5.0131 2.7797 0.478 0.201 2.225 -2.09
C -1.7530 -1.8569 -1.1414 0.485 -0.964 -0.272 2.04
C -4.9478 -6.1094 3.4324 0.069 -0.141 1.851 0.20
H 0.2146 6.7506 5.7260 0.201 0.102 0.050 0.49
H 0.7129 -1.3782 3.2490 -0.477 -0.211 -0.174 0.06
H -3.1993 -0.8640 3.7622 -0.535 -1.363 -0.125 -1.51
H -1.7025 -0.5784 -2.9799 -0.645 -0.201 0.587 0.28
H 2.1649 -4.8550 0.9147 -1.877 0.095 -0.207 -0.84
H -4.7188 5.5939 3.4642 0.057 -0.332 0.396 0.16
H 1.3491 -6.3491 2.9644 0.364 0.653 0.425 -0.54
H -1.9363 1.8673 4.2483 0.399 -0.950 -0.504 0.53
H -4.1266 5.9524 0.5723 0.481 -0.265 0.534 0.37
H 0.1552 -7.2533 3.6143 -0.979 -0.879 0.170 0.59
H -1.5092 3.1880 -3.9077 0.189 0.671 0.706 -0.46
H -1.9034 1.4747 -6.4899 -0.640 -0.185 0.024 -0.27
H -2.5952 -2.2059 5.7017 -0.033 0.470 -0.247 0.19
H -5.1769 6.9069 2.5521 -0.531 0.614 -0.626 0.52
H -2.7842 -7.2268 -0.0527 1.051 -1.273 0.245 0.03
H -3.6936 1.3311 -6.7858 -0.111 -0.139 0.228 0.43
H 3.3296 5.4903 3.8225 -0.536 0.481 0.574 0.17
H 4.4676 4.0715 -5.4399 -0.851 -0.204 0.010 0.50
H -1.8664 -7.2358 -2.1433 -0.383 0.207 0.113 0.07
H 4.1013 -2.7241 4.8056 -1.643 -0.254 -0.410 0.19
H 0.1084 6.4288 2.5200 -0.042 0.103 0.368 0.19
H -2.8168 -1.9750 -3.1287 0.923 0.254 0.630 0.40
H -1.3610 -0.2629 -7.9789 0.206 0.165 -0.129 0.20
H -0.0338 5.1307 -7.4746 0.798 -0.390 0.471 -0.23
H -4.8735 4.4281 -2.7681 1.222 -0.501 -0.424 0.36
H -0.4481 4.4084 3.8952 0.610 -0.802 -0.757 -0.59
H -2.6523 -9.0889 -0.1499 0.661 1.154 0.319 0.54
H 4.0447 6.3188 2.3781 0.612 0.487 0.611 0.38
H -0.6918 7.4575 3.8137 0.214 0.187 -0.203 0.52
H -7.0123 -5.9612 2.7234 0.506 -0.549 -0.112 0.34
H -0.0055 -6.7937 -3.7239 -0.736 -0.181 -0.146 0.61
H 2.4881 0.1016 2.6527 -0.040 -0.642 0.301 0.79
H 9.8139 -2.8080 2.5017 0.414 -0.085 -0.343 0.44
H 0.7113 5.1290 6.1296 0.082 0.078 -0.721 0.20
H -0.4164 2.4788 2.0542 -0.192 -0.346 0.427 0.23
H -1.9515 -5.7582 3.4859 0.239 -0.523 0.564 1.00
H 3.8301 -2.4272 2.3415 -1.067 0.620 0.832 0.41
H -4.7271 -1.6969 3.6606 -0.699 0.359 0.092 0.52
H 1.2726 1.0832 -10.7805 0.559 -0.332 0.187 0.34
H 3.8765 0.8345 4.5699 0.038 -0.324 -0.430 -0.12
H 1.7880 4.1794 -0.3248 -0.093 0.472 0.742 -0.78
H 3.7585 5.4966 -6.1062 -1.004 -1.001 0.842 0.31
H 2.6088 -7.2793 0.6373 -0.559 0.778 -1.673 0.06
H -0.1656 -10.0766 -0.7513 -0.551 -1.015 -0.076 0.45
H -0.3299 1.4449 -10.5295 -0.921 -0.074 0.095 0.36
H -2.8195 4.9360 -0.9866 0.407 -0.197 0.233 -0.15
H 2.6653 3.7069 2.3118 0.019 -0.089 -0.412 -0.99
H 2.0810 5.1936 -4.2895 -0.364 0.119 -0.093 0.14
H 4.5012 -5.4534 2.1145 -0.142 0.026 0.968 0.36
H 1.4523 -4.0659 -0.4967 -0.109 -0.128 0.371 0.80
H -1.5015 -1.1684 -0.3140 -0.807 -0.012 -0.528 -1.05
H 5.1745 -3.9935 5.4036 0.173 0.846 -0.231 0.44
H -2.2772 -2.6683 2.3221 0.100 -0.205 0.143 -0.19
H -0.2635 -5.2011 -1.9573 0.576 -0.715 0.386 -0.40
H -1.9367 8.1499 -5.4096 -0.182 -0.136 0.076 0.47
H 7.9981 -0.9213 2.2047 -0.451 -0.568 -0.596 0.55
H 4.6896 4.7753 3.1122 0.978 -0.119 -0.079 0.45
H 0.4941 0.5406 -9.2654 0.081 -0.361 0.271 0.31
H -5.0207 -4.4333 2.0619 0.374 -0.216 0.773 0.57
H -3.4035 -0.7282 -2.1888 0.652 0.551 0.344 -0.27
H -0.5079 5.6464 -4.3557 -0.122 0.241 0.174 -0.20
H 4.6360 -5.7896 3.8780 0.601 -0.600 0.773 0.72
H 2.7912 -7.0580 5.1159 0.552 0.413 0.202 0.35
H 5.3498 -0.6626 2.9393 -0.087 0.863 0.630 -0.23
H 4.0500 3.0461 4.8596 0.228 0.535 -0.141 0.29
H -2.0418 -4.0489 -2.1120 0.173 -0.245 -0.238 -0.02
H -1.7694 5.0662 0.9351 0.096 0.332 0.405 -0.23
H 1.9757 -3.7317 -5.5927 0.163 0.012 0.306 0.38
H 1.4848 6.0292 4.7534 0.115 -0.203 -0.131 0.27
H -2.4190 -5.4930 1.8842 -1.136 -0.462 -2.175 0.07
H 5.2660 2.4264 6.0415 -0.188 -0.009 -0.603 0.33
H -4.2467 2.4461 -1.4310 0.115 0.220 0.078 -0.50
H -3.4274 6.2783 -1.7851 -1.265 1.072 -0.690 0.49
H 3.8332 3.1438 6.6212 -0.452 -1.023 -0.557 0.20
H -0.2980 2.1592 4.4804 -0.115 -1.100 -0.637 0.14
H -3.8058 3.5498 -7.2428 -1.448 -0.120 0.773 0.26
H -1.9290 2.6233 -0.9716 -0.052 0.870 1.366 -0.39
H -5.5612 1.8689 0.7502 0.439 -0.445 1.008 0.08
H 3.1624 -6.1253 -0.6008 0.629 0.495 -0.495 0.51
H -4.0029 3.6069 -4.1628 -0.479 0.103 -0.259 0.21
H 0.9426 -7.9519 -2.9339 0.141 0.716 0.586 0.35
H -2.8234 -0.0995 -8.9270 -0.385 -0.012 -0.269 0.32
H 3.6584 4.4645 0.9809 -0.290 -0.286 0.402 0.51
H 7.3097 -1.4020 3.6309 0.099 -0.562 0.276 0.41
H -6.9029 -6.2977 4.3765 0.265 -0.443 0.180 0.40
H -1.4075 -4.3466 2.6517 0.251 0.049 0.136 0.23
H -1.5185 5.2161 4.8896 -0.169 0.446 0.162 0.41
H 2.3656 -8.2316 3.8965 0.669 -1.022 -0.944 0.46
H -0.7058 -2.1979 -1.4417 -1.289 -0.151 0.133 -0.56
H -1.6034 6.7547 -6.4397 0.003 -0.058 0.301 0.12
H -0.0280 -9.5056 0.9786 0.063 -0.226 -0.017 0.29
H 0.1565 0.0200 5.1336 -0.247 -0.110 -0.423 -1.04
H 1.3591 -5.2877 -2.4680 0.506 -0.451 -0.133 0.37
H 7.4752 -4.4545 0.7008 -0.575 -0.301 -0.609 0.36
H 2.6754 -3.3527 -3.9599 -0.257 0.610 -1.110 0.27
H 1.4377 -8.1203 5.3585 0.047 -0.567 0.641 0.49
H -0.9434 -1.0050 2.4453 0.875 -0.191 0.496 -0.62
H -1.4609 -0.5566 4.9345 0.553 0.363 -1.126 -0.45
H 4.8093 -3.1029 1.2390 0.660 0.493 -0.008 0.44
H 8.8466 -3.4755 0.4859 -0.123 0.386 0.109 0.42
H -3.0157 6.7120 4.3314 0.494 0.150 -0.385 0.34
H -2.6344 7.5762 0.7173 -0.650 0.692 -0.014 0.54
H -3.9141 -4.6643 5.4144 0.206 0.146 -0.417 0.46
H -1.6260 1.6708 -2.3023 -0.784 0.599 0.162 -0.42
H -5.2837 -3.9598 3.8216 -0.092 -1.041 -1.124 0.39
H -4.4467 -6.7043 2.7029 0.703 -0.420 -0.479 -0.07
H 2.1963 -4.9016 5.1637 0.738 0.372 -0.186 -0.16
H 0.7126 0.4515 -1.8821 0.017 -0.345 0.221 -0.09
H -2.2035 4.4722 2.5547 -0.542 0.606 -0.571 -1.11
H -4.0888 -0.0637 0.1601 0.970 -0.206 0.047 -0.40
H 2.3037 1.7844 2.6298 -1.048 -0.139 -0.210 -0.45
H 9.1912 -4.4902 2.6968 0.767 -0.792 0.473 0.54
H -3.9199 1.7254 -2.9342 0.069 -0.649 -0.573 0.67
H 1.8966 3.0716 -9.8247 0.064 -0.043 0.511 0.43
H -2.0032 -8.1904 1.2679 -0.079 -0.129 0.200 0.34
H -1.4322 8.4503 1.7761 -0.012 0.228 -0.529 0.30
H 3.3991 4.0703 -7.9794 0.375 -0.041 -0.141 0.54
H 1.0223 1.9956 0.0530 -0.374 1.287 -0.279 -0.43
H -0.4037 0.2123 0.5359 0.288 -0.198 -0.321 -0.65
H -2.2233 -4.3883 5.2283 0.643 0.168 -0.386 0.10
H 0.3102 -4.5215 0.7306 -0.749 0.406 0.935 -0.47
H 3.2140 2.6208 -6.9197 0.658 -0.098 -0.176 0.17
H -4.2135 4.3568 1.4468 -0.125 1.729 0.354 -0.64
H -3.9916 -2.8813 2.0033 -0.324 0.431 -1.430 0.33
H -1.0062 7.1228 0.5566 0.593 -0.218 0.795 -0.08
H 0.1571 3.3719 -9.7724 0.556 0.229 0.785 0.04
H 1.6866 0.9664 4.0462 -0.120 -0.375 0.475 0.44
H -6.4307 -7.5954 3.1969 -0.434 -0.163 0.172 0.42
H -2.8291 -0.8984 -7.2958 0.091 0.592 -0.643 0.34
H 1.6010 5.8064 -6.8601 -0.977 -0.790 -1.422 0.40
H 1.5150 1.7297 -7.5432 -0.433 0.048 -0.163 0.23
H -5.5696 0.1615 -0.8090 0.417 -0.245 0.290 0.48
H 2.4034 -7.6743 -1.1442 0.429 0.439 0.239 0.53
H -0.3149 7.7015 -5.7377 0.433 -0.165 0.282 0.40
H 0.9640 -0.9401 0.7194 -0.451 1.378 1.073 -0.35
H -1.7015 6.0444 -1.8165 0.747 0.209 0.483 0.24
H -3.5004 6.2192 -4.1826 -0.217 -0.145 -0.024 0.66
H 1.1555 -9.1260 -0.3316 0.444 0.025 0.333 0.42
H 2.1644 -0.4928 -1.3683 -0.453 0.132 0.250 0.26
H -1.6249 1.1346 1.9855 0.709 0.055 -0.224 -0.70
H 7.2496 -2.6781 0.2021 0.218 -0.981 0.171 0.36
H -0.1020 2.6039 -7.5286 0.332 -0.343 -0.233 -0.14
H -0.6498 4.1972 -2.5666 -1.212 -1.050 -0.303 -0.08
H -3.2936 8.0983 3.2829 0.389 0.597 -0.300 0.30
H -1.2161 -8.8379 -2.4504 0.110 0.138 -0.054 0.65
H -1.1755 6.9930 -3.3952 -0.001 -0.303 -0.269 0.26
H -2.6362 4.9370 -5.1442 -0.280 -0.097 0.275 -0.88
H -3.9294 1.2334 3.8940 0.019 -1.045 0.088 -0.59
H 5.6623 -0.8109 1.2341 0.024 0.114 -0.280 0.61
H -4.5521 -6.3741 4.4671 -0.043 0.323 -1.363 0.41
H 1.2382 5.2373 -8.5866 0.987 -0.058 -1.032 0.37
H -6.7984 0.7997 1.2117 -0.938 -0.381 -0.091 0.55
H 1.0972 2.4672 -5.4263 0.226 1.509 -0.112 -0.39
H 3.2935 -4.8269 3.2694 -0.026 0.604 0.052 -0.28
H 5.6275 -2.2616 4.9056 1.022 -0.052 0.376 0.45
H 0.0335 3.9215 -5.5239 1.490 0.058 -0.119 -0.76
H 2.3081 1.1065 -1.9883 -0.275 -0.040 0.583 0.62
H 0.8263 -2.0905 -3.3666 -0.336 0.576 0.138 -0.29
H 2.5031 1.2308 0.4225 0.556 -0.108 0.778 0.48
H 8.9015 -3.0974 3.9462 0.909 -1.086 0.268 0.44
H 2.5261 3.5468 -3.9705 0.364 0.085 -0.183 0.23
H -0.0260 -3.3557 -4.2161 0.438 0.078 -0.242 0.38
H 3.2312 -0.9948 -3.7795 -0.684 0.011 1.463 -0.39
H 1.3383 -0.2251 7.1922 -0.031 0.504 -0.124 -0.19
H -5.5518 -1.1545 0.3670 0.710 0.449 -0.012 0.37
H 0.2568 -1.8107 -5.0559 -0.166 0.274 -0.007 0.40
H -4.3372 -2.3879 5.8716 1.090 -0.318 -1.201 0.41
H 4.0355 0.4135 6.3277 -0.257 0.828 -0.881 0.49
```
Forces are in eV/Å.

As for the max |F|: 0.295 Eh/bohr. For the frontier orbital gap, the calculation gives 3.9 eV.